Density functional theory data (ωB97M-V/def2-TZVPD) for a single C2H5IO molecule.

## Properties
- Energy above the lowest of the compared OMol25 structures with the same formula, charge and spin: 0.502 eV
- HOMO: -9.33 eV
- Kohn-Sham gap: 9.89 eV
- SMILES: C[C@H](O)I

The geometry in ORCA input format:
```
! wB97M-V def2-TZVPD RIJCOSX def2/J DEFGRID3
* xyz 0 1
C 0.6839 -0.7602 0.0718
C -0.4476 0.2732 -0.4229
O -0.3406 1.5785 0.1325
I -2.5059 -0.2461 0.0742
H 1.6194 -0.1392 -0.0278
H 0.6264 -1.0866 1.1583
H 0.7084 -1.6664 -0.5399
H -0.1817 0.3208 -1.4842
H -0.1623 1.7261 1.0380
*
```

---

Density functional theory data (ωB97M-V/def2-TZVPD) for a single C2Cl2N2O4 molecule.

## Properties
- Energy above the lowest of the compared OMol25 structures with the same formula, charge and spin: 1.413 eV
- HOMO: -11.03 eV
- Kohn-Sham gap: 9.75 eV
- SMILES: O=[N+]([O-])C(=C(Cl)Cl)[N+](=O)[O-]

The geometry in ORCA input format:
```
! wB97M-V def2-TZVPD RIJCOSX def2/J DEFGRID3
* xyz 0 1
O 1.7090 1.5497 -0.1658
N 0.5521 1.3313 0.2133
O -0.1207 2.0841 0.9176
C -0.0201 0.0780 -0.2043
C -1.3184 -0.0246 -0.4331
Cl -2.0658 -1.5486 -1.0128
Cl -2.6101 1.1357 -0.1993
N 1.1111 -1.2971 0.2207
O 2.2011 -1.0017 0.5604
O 0.5619 -2.3068 0.1034
*
```

---

Density functional theory data (ωB97M-V/def2-TZVPD) for a molecular structure, C30H46Br2CeNOPSi2.

## Properties
- HOMO (alpha / beta): -13.34 / -13.34 eV
- Kohn-Sham gap (alpha / beta): 5.95 / 5.98 eV

The geometry in ORCA input format:
```
! wB97M-V def2-TZVPD RIJCOSX def2/J DEFGRID3
* xyz 2 1
Ce 0.5759 0.5339 -0.3923
Br 1.2967 5.0363 -2.7865
C -0.2821 4.6496 -1.8203
C -1.4250 5.4752 -1.8325
C -2.5750 5.0755 -1.2634
Br -3.9985 6.2195 -1.3514
C -2.7917 3.8030 -0.6828
C -4.0457 3.2031 -0.3405
C -3.9967 1.9144 0.1355
C -2.7722 1.2003 0.2155
N -1.6407 1.6966 -0.1625
C -1.6449 2.9937 -0.6490
C -0.4266 3.3903 -1.2145
O 0.5572 2.4709 -1.1898
H -1.3906 6.4415 -2.2549
H -4.9414 3.7384 -0.5597
H -4.9347 1.4140 0.4222
H -2.7435 0.2106 0.6655
C 0.9202 -0.6311 5.0839
C -0.2852 -0.4676 4.1169
C -1.4177 -1.4275 4.5184
C -0.7944 1.0157 4.1712
P 0.1929 -0.8503 2.3098
C 1.8021 -0.0378 2.1851
C 1.7372 1.3523 2.0389
C 2.9041 2.1611 1.9298
C 4.1197 1.4930 1.8574
C 4.1917 0.1118 1.9071
C 3.0347 -0.6635 2.1185
C 0.3263 -2.7181 1.9851
C 0.9312 -3.6340 3.0950
C -1.0434 -3.2248 1.6927
C 1.1569 -2.9774 0.6859
H 0.5491 -0.3754 6.0890
H 1.7853 -0.0361 4.8896
H 1.3257 -1.6618 5.1595
H -1.7043 -1.1191 5.5378
H -1.1163 -2.4341 4.5650
H -2.2360 -1.2934 3.7541
H -1.2439 1.2625 5.1274
H -1.5947 1.1665 3.3655
H 0.0512 1.7037 4.0346
H 0.8153 1.8731 2.0707
H 2.8412 3.2778 1.8977
H 5.0289 2.0774 1.8504
H 5.1439 -0.4502 1.8950
H 3.0979 -1.7398 2.2046
H 0.1661 -3.8339 3.8381
H 1.7809 -3.2799 3.6836
H 1.2997 -4.5475 2.6696
H -1.7704 -3.0264 2.4729
H -1.0211 -4.2930 1.6206
H -1.4223 -2.8245 0.7795
H 2.2203 -2.8961 0.7666
H 0.7992 -2.3716 -0.1309
H 0.9416 -3.9720 0.3732
C -2.1880 0.8056 -3.4872
Si -1.5211 -0.8525 -2.9572
C -2.4931 -1.9315 -1.8852
C -1.2913 -1.9236 -4.4454
C 0.1717 -0.7038 -2.2147
Si 1.6334 -0.3535 -3.3470
C 1.3445 0.6659 -4.8830
C 2.9211 0.4660 -2.0942
C 2.4117 -2.0874 -3.6698
H -2.8921 0.5313 -4.3091
H -1.3777 1.2987 -4.0563
H -2.7165 1.4619 -2.8488
H -3.2456 -2.4286 -2.5252
H -3.0479 -1.3789 -1.1179
H -1.8696 -2.7233 -1.4446
H -2.2317 -2.1471 -5.0201
H -0.8129 -2.8622 -4.1586
H -0.5926 -1.3991 -5.1335
H 0.3427 -1.6589 -1.6829
H 1.1322 1.6929 -4.5530
H 0.4436 0.4271 -5.4270
H 2.2666 0.5805 -5.4760
H 2.6735 1.4670 -1.7065
H 3.9054 0.5108 -2.5217
H 3.1303 -0.1946 -1.2038
H 1.6878 -2.7199 -4.2178
H 2.4348 -2.5356 -2.6532
H 3.4468 -2.1817 -4.1088
*
```

---

Max |F| values (in eV/Å) by entry order: 3.11, 3.95, 2.32.